Molecular formula: C8H14N
Method: DFT, wB97M-V/def2-TZVPD

```
23
Properties=species:S:1:pos:R:3:forces:R:3
C -0.016 0.406 -0.244 1.1279 0.4225 1.7572
C -0.691 -0.913 -3.238 -1.4127 -0.4574 -0.0928
C -0.981 0.204 -2.529 -0.4184 -1.5715 -3.1524
C 1.571 0.107 1.922 -0.6619 -2.4595 -2.1567
C -1.898 1.254 -3.110 1.2883 2.9531 1.8998
C 2.611 -0.724 1.350 0.3289 0.5326 -1.5418
C -0.828 0.344 2.695 1.2663 0.7340 3.7010
C 0.415 -0.488 2.434 -1.8044 -1.7515 0.1630
N -0.472 0.338 -1.288 -0.2638 0.1229 -0.4554
H 1.692 1.129 1.734 0.0123 1.6499 0.3608
H -0.202 -1.819 -2.867 0.2887 0.7445 0.2617
H -1.231 -1.148 -4.192 0.7215 0.8462 0.7936
H -1.705 1.388 -4.161 0.0930 0.0102 -0.2877
H -1.772 2.330 -2.569 -0.1440 -2.5973 -1.2873
H -2.908 0.975 -2.969 -1.1016 -0.3007 0.1521
H 2.740 -1.762 1.614 -0.5305 -0.2272 0.4445
H 3.482 -0.156 1.588 1.3532 0.0451 -0.4663
H 2.437 -0.713 0.190 0.4382 0.3775 1.9486
H -1.728 -0.225 2.938 0.3160 -0.0163 -0.1756
H -0.936 0.941 1.856 -0.7836 1.2537 -1.4248
H -0.598 1.064 3.640 -0.6570 -1.6432 -2.2150
H 0.296 -1.514 1.897 -0.1102 1.6666 0.2436
H 0.724 -1.018 3.310 0.6538 -0.3341 1.5300
```
Positions in Å, forces in eV/Å.

Total charge = +1
Total energy = -367.5601 hartree
Orbital gap = 7.20 eV
HOMO = -12.966 eV
Lowest unoccupied orbital energy = -5.768 eV
Largest force on an atom = 0.07740 Eh/bohr



Molecular formula: C35H64BN2O15
Method: DFT, wB97M-V/def2-TZVPD

```
117
Properties=species:S:1:pos:R:3:forces:R:3
C 0.384 3.240 -2.203 0.1928 0.4963 0.0303
C -0.346 4.275 -3.245 0.1564 0.4583 -0.0929
B -1.935 3.933 -3.491 1.0765 0.7979 -2.4517
O -2.422 4.057 -4.909 0.4341 -2.2981 2.6134
C -3.041 3.518 -2.346 -4.3225 -1.8113 2.9636
C -4.248 2.479 -2.815 0.9863 2.3332 4.0731
N -5.353 2.075 -1.819 2.4279 1.6285 1.4327
C -6.483 1.153 -2.293 -1.6657 0.8940 -0.9180
C -7.185 1.944 -3.573 -1.3788 -2.2094 -4.0358
C -7.340 3.575 -3.704 0.9405 0.2228 0.4723
N -7.649 1.157 -4.629 2.1315 4.1483 4.5675
C -5.437 2.557 -0.387 3.5948 2.2425 -0.8620
C -4.303 3.583 0.246 0.2393 -1.2743 -4.7033
C -3.101 4.057 -0.799 -2.1715 -1.8807 -0.8005
C -1.929 5.126 -0.288 3.6773 0.0751 3.8466
O -1.028 4.828 0.663 -6.4971 2.0240 -6.7920
O -1.972 6.477 -0.933 -1.8508 -4.3367 1.1340
H -0.304 2.289 -2.125 1.7905 1.5911 -0.0641
H 0.528 3.692 -1.118 -0.3673 -0.9935 -2.3542
H 1.465 2.989 -2.626 -2.7172 0.3351 1.0811
H -0.285 5.413 -2.898 0.0034 -2.2726 -0.5977
H 0.257 4.227 -4.275 -1.6532 0.2037 2.1175
H -2.410 3.154 -5.349 0.0420 1.6762 0.5437
H -4.237 2.077 -3.914 -0.5134 0.6292 2.5095
H -6.119 0.077 -2.585 -0.5845 2.2962 0.4966
H -7.325 1.081 -1.456 2.1145 0.1552 -1.6267
H -8.293 3.929 -3.122 1.7424 -0.7034 -1.3016
H -7.355 3.894 -4.855 -0.2649 -0.9374 2.6452
H -6.418 4.179 -3.245 -1.9861 -1.4758 -0.8547
H -8.009 1.857 -5.321 0.1665 -0.8508 0.5919
H -6.329 2.227 0.318 1.9980 0.5033 -1.9680
H -4.348 3.999 1.354 0.0092 -1.2025 -2.5852
H -2.881 6.526 -1.394 1.9673 -0.0712 0.8705
O -5.506 -4.969 -3.207 -0.4473 1.9206 -1.5509
C -5.598 -4.146 -4.117 0.0950 -1.6133 1.2486
O -6.520 -3.160 -4.057 0.1340 0.0287 0.6211
C -6.580 -2.043 -4.963 -0.1924 -0.0826 -0.1159
C -7.367 -2.399 -6.208 -0.0474 -0.1468 -0.1406
C -4.757 -4.278 -5.352 0.6991 0.2222 -0.0745
H -5.579 -1.665 -5.190 0.0241 -0.1628 -0.0526
H -7.096 -1.238 -4.428 0.0722 -0.3628 0.0043
H -6.891 -3.208 -6.768 0.0321 0.1522 0.0192
H -7.462 -1.531 -6.865 0.0022 -0.0777 0.0884
H -8.369 -2.749 -5.939 0.1509 0.1586 0.0314
H -5.245 -4.964 -6.051 0.0657 0.1119 0.0900
H -3.782 -4.687 -5.066 -0.3565 -0.1480 -0.0274
H -4.553 -3.330 -5.846 -0.2057 -0.0384 -0.1526
O 1.951 1.165 -1.423 1.2819 -0.1433 1.6151
C 2.767 0.928 -0.534 -0.3812 0.1076 -0.9462
O 3.258 1.930 0.230 -0.8710 0.0075 -0.5075
C 4.057 1.739 1.411 0.3667 0.0110 0.2785
C 5.522 1.593 1.053 0.1259 -0.0973 -0.2526
C 3.305 -0.459 -0.342 -0.4859 -0.2553 0.5239
H 3.683 0.904 2.010 0.0559 -0.0812 -0.2246
H 3.923 2.638 2.023 -0.1654 -0.0348 -0.3577
H 5.700 0.711 0.432 -0.0261 -0.0378 0.1912
H 6.133 1.509 1.956 -0.1046 -0.0008 -0.0948
H 5.864 2.459 0.476 -0.1117 -0.0135 0.1938
H 4.145 -0.619 -1.024 -0.0783 0.0097 0.1746
H 2.509 -1.175 -0.574 0.2071 0.1989 -0.2253
H 3.613 -0.672 0.680 0.2603 0.0846 -0.2687
O 4.017 4.952 3.129 -2.0914 0.4968 0.9447
C 3.044 5.406 3.729 1.4056 -0.4106 -0.9869
O 1.801 4.942 3.468 0.3241 -0.5109 -0.0867
C 0.631 5.260 4.243 -0.0775 0.2133 -0.0253
C 0.006 6.556 3.768 0.0497 0.2231 -0.1466
C 3.203 6.547 4.690 0.2253 -0.0572 0.6959
H 0.857 5.267 5.313 0.0929 0.0803 -0.1203
H -0.077 4.439 4.085 0.3434 0.0185 -0.1321
H 0.685 7.403 3.898 -0.0891 -0.0800 0.1113
H -0.916 6.763 4.319 0.0914 -0.0323 -0.0272
H -0.227 6.500 2.700 -0.0064 -0.1167 0.1694
H 3.183 7.491 4.138 -0.0116 -0.1311 0.0779
H 4.170 6.444 5.193 -0.1125 0.0966 -0.3513
H 2.454 6.564 5.479 -0.1349 0.1413 -0.1502
O -4.100 1.427 3.119 0.7127 -1.6163 -0.9568
C -3.448 0.543 2.565 -0.5862 0.7696 0.9188
O -3.736 -0.759 2.784 -0.5647 0.6576 0.0127
C -3.172 -1.856 2.043 0.2912 -0.2416 0.0322
C -1.843 -2.280 2.635 0.1810 0.1035 0.1294
C -2.264 0.889 1.712 -0.0513 0.1722 -0.6825
H -3.103 -1.619 0.978 0.0582 0.1125 0.1095
H -3.884 -2.684 2.126 -0.0402 0.3692 0.1230
H -1.103 -1.477 2.582 -0.0396 -0.1000 -0.1083
H -1.447 -3.152 2.107 -0.0653 0.0984 0.0569
H -1.959 -2.532 3.695 -0.0751 -0.0367 -0.2030
H -1.382 1.007 2.348 -0.1059 -0.0150 -0.1212
H -2.469 1.835 1.200 0.1716 -0.0856 0.3643
H -2.060 0.161 0.929 0.1792 -0.1219 0.1650
O 4.951 -2.319 1.284 1.3962 0.0378 1.7147
C 5.767 -2.556 2.173 -0.5942 0.0252 -1.1724
O 6.258 -1.554 2.937 -0.7110 0.2421 -0.2443
C 7.057 -1.744 4.118 0.2767 -0.1019 0.0650
C 8.522 -1.891 3.760 0.1394 -0.0732 -0.2024
C 6.305 -3.943 2.365 -0.4503 -0.3838 0.3719
H 6.683 -2.580 4.717 0.0321 -0.0041 -0.1943
H 6.923 -0.846 4.730 -0.1769 -0.0773 -0.3225
H 8.700 -2.773 3.139 -0.0362 0.0141 0.1642
H 9.133 -1.975 4.663 -0.0817 0.0177 -0.0909
H 8.864 -1.025 3.183 -0.0894 -0.0506 0.1744
H 7.145 -4.103 1.683 -0.0872 0.0242 0.1116
H 5.509 -4.659 2.133 0.2725 0.1970 -0.1415
H 6.613 -4.156 3.387 0.2038 0.0148 -0.1203
O 6.504 -7.112 2.993 -1.3270 -0.5820 -1.8577
C 5.958 -7.625 2.017 0.7568 0.4410 1.5482
O 4.822 -7.093 1.512 0.2764 0.5211 0.2315
C 4.218 -7.492 0.268 -0.1456 -0.2052 -0.0738
C 3.306 -8.685 0.469 -0.0241 -0.1926 0.1598
C 6.486 -8.899 1.429 0.5621 -0.0437 -0.4781
H 4.976 -7.664 -0.502 0.0046 -0.0593 0.1698
H 3.624 -6.638 -0.075 0.2389 -0.0054 0.2969
H 3.859 -9.560 0.822 -0.0174 0.0672 -0.1405
H 2.803 -8.947 -0.465 0.0570 0.0434 0.0938
H 2.548 -8.464 1.228 0.0868 0.0610 -0.1742
H 6.078 -9.749 1.983 0.0443 0.1198 -0.0856
H 7.577 -8.898 1.521 -0.2911 -0.0393 0.2444
H 6.273 -9.013 0.368 -0.2084 -0.1150 0.0705
```
Positions in Å, forces in eV/Å.

Total charge = +1
Total energy = -2634.3839 hartree
Orbital gap = 5.77 eV
HOMO = -11.087 eV
Lowest unoccupied orbital energy = -5.319 eV
Largest force on an atom = 0.18697 Eh/bohr



Molecular formula: C33H54AsAuN8O3PS2Se
Method: DFT, wB97M-V/def2-TZVPD

```
104
Properties=species:S:1:pos:R:3:forces:R:3
Au -1.354 -0.127 -0.097 -0.3176 0.0019 -0.2788
N 4.225 1.604 -6.730 -0.0075 -0.0705 0.0301
C 3.895 2.067 -5.478 0.0155 -0.0512 0.0334
C 4.880 2.213 -4.493 0.0117 -0.0086 -0.0126
C 4.537 2.602 -3.215 -0.0435 0.0408 0.0424
C 3.204 2.839 -2.900 -0.0439 -0.0224 0.0180
C 2.219 2.738 -3.876 0.0347 -0.0060 0.0188
C 2.563 2.357 -5.157 -0.0259 -0.0116 -0.0109
S 2.732 3.363 -1.297 -0.1064 0.3202 0.2729
O 1.590 4.214 -1.480 0.0565 -0.0532 0.0483
O 3.860 3.865 -0.568 0.1338 -0.2077 -0.0585
N 2.110 2.026 -0.460 0.6681 0.2652 -0.5795
C 2.793 0.956 -0.441 -0.0098 -0.0223 0.4653
S 4.993 -0.420 -0.543 0.3865 0.2510 0.3215
C 4.295 -1.428 0.494 -0.2655 -0.2611 -0.2574
C 2.840 -1.363 0.687 -0.2022 -0.2860 0.5499
N 2.101 -0.158 0.194 0.0091 -0.2446 -0.5242
H 5.196 1.592 -6.988 -0.0086 0.0614 -0.0414
H 3.580 1.766 -7.483 0.0261 0.0395 -0.0163
H 5.917 2.027 -4.744 0.0031 0.0143 0.0040
H 5.290 2.747 -2.454 0.0270 -0.0470 -0.0073
H 1.195 2.975 -3.624 -0.0225 -0.0424 -0.0122
H 1.803 2.296 -5.928 -0.0123 -0.0139 0.0116
H 4.895 -2.215 0.928 0.0091 -0.0136 -0.0277
H 2.415 -1.759 1.602 0.0379 0.0333 -0.0293
C -4.279 -1.910 1.229 -0.0081 -0.0148 -0.0525
C -3.615 -2.857 0.225 0.0333 0.0750 0.1429
C -3.866 -4.314 0.627 -0.0170 0.0214 -0.1078
P -1.851 -2.399 -0.076 0.2340 -0.0866 0.0674
C -0.720 -3.255 1.115 -0.0413 0.0051 -0.0430
C -0.338 -4.710 0.853 0.0490 0.0694 0.0020
C -1.211 -3.050 2.549 0.0294 0.0419 -0.0499
C -1.464 -3.014 -1.779 -0.1281 0.0227 0.0250
C -1.898 -4.443 -2.116 0.0598 0.0480 -0.0016
C -2.043 -2.054 -2.825 0.0969 0.0365 0.0071
H -5.363 -2.028 1.192 -0.0003 -0.0233 0.0287
H -4.039 -0.869 1.013 -0.0165 0.0060 0.0139
H -3.953 -2.126 2.247 0.0052 0.0107 0.0030
H -4.071 -2.682 -0.757 0.0153 0.0115 -0.0060
H -3.567 -4.492 1.658 -0.0022 -0.0107 0.0061
H -3.347 -5.027 -0.008 -0.0212 -0.0155 0.0012
H -4.935 -4.524 0.555 -0.0042 -0.0067 0.0268
H 0.180 -2.641 0.996 0.0206 -0.0142 0.0323
H -1.195 -5.379 0.926 -0.0008 -0.0131 -0.0094
H 0.387 -5.022 1.609 -0.0166 -0.0188 0.0067
H 0.133 -4.841 -0.121 -0.0031 -0.0253 -0.0008
H -2.012 -3.745 2.799 -0.0002 -0.0038 0.0167
H -1.563 -2.031 2.703 -0.0074 -0.0142 0.0206
H -0.390 -3.219 3.248 -0.0120 -0.0298 0.0095
H -0.372 -2.950 -1.823 0.0442 -0.0419 0.0112
H -2.984 -4.507 -2.198 -0.0017 -0.0088 -0.0017
H -1.558 -5.181 -1.395 -0.0235 -0.0201 -0.0051
H -1.478 -4.715 -3.086 -0.0335 -0.0040 -0.0144
H -3.135 -2.062 -2.801 -0.0011 0.0062 -0.0083
H -1.735 -2.374 -3.822 -0.0270 -0.0232 -0.0002
H -1.705 -1.028 -2.676 0.0107 -0.0024 -0.0195
C -4.227 1.910 -0.592 0.0178 -0.0292 -0.0789
N -3.499 3.053 -0.073 -0.0290 0.0700 0.1005
C -4.080 4.126 0.572 0.0513 0.0634 0.0416
C -3.084 4.984 0.878 -0.0329 -0.0887 -0.0278
N -1.911 4.421 0.423 0.0535 0.1416 0.1318
C -0.597 5.036 0.590 0.0165 0.0152 -0.1245
C -2.165 3.237 -0.153 -0.2271 -0.1961 -0.1640
Se -0.915 2.136 -1.025 -0.3137 -0.0180 0.1670
H -5.273 2.186 -0.697 0.0015 0.0044 0.0089
H -4.134 1.062 0.084 -0.0066 0.0079 0.0063
H -3.815 1.632 -1.559 0.0032 0.0138 -0.0002
H -5.139 4.190 0.741 -0.0044 -0.0228 -0.0023
H -3.101 5.943 1.362 -0.0122 -0.0029 0.0107
H -0.718 6.116 0.543 -0.0072 0.0001 -0.0074
H 0.065 4.710 -0.208 -0.0241 0.0052 0.0764
H -0.176 4.760 1.554 0.0100 -0.0261 0.0306
C -1.775 -0.041 4.989 0.0518 0.0250 -0.0279
C -0.258 -0.048 4.817 -0.0831 -0.0621 0.1075
As 0.310 0.263 2.956 0.0613 0.0837 0.0913
C -0.473 2.055 2.710 0.0124 0.1331 0.0641
C -0.300 3.055 3.850 0.0039 -0.0565 -0.0296
C 2.159 0.807 3.366 0.1032 -0.0059 0.0112
C 2.965 -0.301 4.041 -0.0395 0.0262 0.0004
H -2.050 -0.259 6.022 -0.0207 -0.0024 -0.0050
H -2.256 -0.788 4.355 -0.0122 0.0041 0.0073
H -2.202 0.931 4.734 -0.0121 -0.0064 -0.0027
H 0.146 -1.015 5.123 0.0082 -0.0051 -0.0283
H 0.202 0.704 5.462 0.0223 -0.0022 -0.0159
H -1.536 1.900 2.499 0.0157 -0.0367 -0.0409
H -0.024 2.432 1.789 -0.0322 -0.0411 -0.0352
H -0.638 2.653 4.805 -0.0060 0.0195 0.0084
H -0.883 3.960 3.665 0.0077 0.0110 -0.0154
H 0.741 3.356 3.965 -0.0050 0.0120 0.0109
H 2.135 1.682 4.016 -0.0150 0.0045 -0.0087
H 2.632 1.121 2.433 -0.0582 0.0157 0.0098
H 2.580 -0.516 5.038 0.0083 -0.0188 -0.0005
H 4.011 -0.013 4.150 0.0118 -0.0155 0.0091
H 2.935 -1.237 3.476 0.0221 0.0229 0.0913
N 1.626 -1.168 -4.138 0.0108 -0.0103 -0.0087
C 1.436 -0.768 -2.865 -0.1426 -0.0322 0.1105
O 0.835 0.242 -2.550 0.0819 -0.0399 -0.0419
C 1.982 -1.684 -1.809 -0.4029 -0.5064 -0.0546
C 2.027 -1.317 -0.524 0.6986 0.8171 -0.2036
N 4.059 0.771 -0.926 -0.4249 -0.0019 -0.2765
C 2.379 -3.015 -2.158 0.0406 0.0686 0.0170
N 2.708 -4.066 -2.492 -0.0232 -0.0111 0.0161
H 1.326 -0.550 -4.873 0.0265 0.0281 0.0126
H 2.177 -1.976 -4.373 0.0074 0.0032 -0.0019
```
Positions in Å, forces in eV/Å.

Total charge = +1
Total energy = -7864.0010 hartree
Orbital gap = 6.15 eV
HOMO = -9.985 eV
Lowest unoccupied orbital energy = -3.836 eV
Largest force on an atom = 0.02128 Eh/bohr



Q: Which of these has the lowest total energy?
A: C33H54AsAuN8O3PS2Se



What did the first record say?
Molecular formula: C8H14N
Method: DFT, wB97M-V/def2-TZVPD

```
23
Properties=species:S:1:pos:R:3:forces:R:3
C -0.016 0.406 -0.244 1.1279 0.4225 1.7572
C -0.691 -0.913 -3.238 -1.4127 -0.4574 -0.0928
C -0.981 0.204 -2.529 -0.4184 -1.5715 -3.1524
C 1.571 0.107 1.922 -0.6619 -2.4595 -2.1567
C -1.898 1.254 -3.110 1.2883 2.9531 1.8998
C 2.611 -0.724 1.350 0.3289 0.5326 -1.5418
C -0.828 0.344 2.695 1.2663 0.7340 3.7010
C 0.415 -0.488 2.434 -1.8044 -1.7515 0.1630
N -0.472 0.338 -1.288 -0.2638 0.1229 -0.4554
H 1.692 1.129 1.734 0.0123 1.6499 0.3608
H -0.202 -1.819 -2.867 0.2887 0.7445 0.2617
H -1.231 -1.148 -4.192 0.7215 0.8462 0.7936
H -1.705 1.388 -4.161 0.0930 0.0102 -0.2877
H -1.772 2.330 -2.569 -0.1440 -2.5973 -1.2873
H -2.908 0.975 -2.969 -1.1016 -0.3007 0.1521
H 2.740 -1.762 1.614 -0.5305 -0.2272 0.4445
H 3.482 -0.156 1.588 1.3532 0.0451 -0.4663
H 2.437 -0.713 0.190 0.4382 0.3775 1.9486
H -1.728 -0.225 2.938 0.3160 -0.0163 -0.1756
H -0.936 0.941 1.856 -0.7836 1.2537 -1.4248
H -0.598 1.064 3.640 -0.6570 -1.6432 -2.2150
H 0.296 -1.514 1.897 -0.1102 1.6666 0.2436
H 0.724 -1.018 3.310 0.6538 -0.3341 1.5300
```
Positions in Å, forces in eV/Å.

Total charge = +1
Total energy = -367.5601 hartree
Orbital gap = 7.20 eV
HOMO = -12.966 eV
Lowest unoccupied orbital energy = -5.768 eV
Largest force on an atom = 0.07740 Eh/bohr



Q: Among the records above, which one has the lowest total energy?
A: C33H54AsAuN8O3PS2Se